Arrangement P

Formula: S2
Source: OMol25
Level of theory: the ωB97M-V functional and the def2-TZVPD basis

Element x y z (Å)
1 S 0.7496 -1.5703 -0.2533
2 S -0.7496 1.5703 0.2533

## Properties
HOMO level	-0.348	hartree
HOMO-LUMO gap	0.1538	hartree
net charge	0

***

Arrangement Q

Formula: S2
Source: OMol25
Level of theory: the ωB97M-V functional and the def2-TZVPD basis

Element x y z (Å)
1 S 0.0000 0.0000 1.4628
2 S 0.0000 0.0000 -1.4628

## Properties
HOMO level	-0.367	hartree
HOMO-LUMO gap	0.1931	hartree
net charge	0

***

Arrangement R

Formula: S2
Source: OMol25
Level of theory: the ωB97M-V functional and the def2-TZVPD basis

Element x y z (Å)
1 S 0.0000 0.0000 1.9054
2 S 0.0000 0.0000 -1.9054

## Properties
HOMO level	-0.341	hartree
HOMO-LUMO gap	0.1402	hartree
net charge	0

***

Result of the stability comparison: arrangement R is the least stable of them.

***

Arrangement P

Formula: C6H7Cl
Source: OMol25
Level of theory: the ωB97M-V functional and the def2-TZVPD basis

Element x y z (Å)
1 C 1.3586 1.2964 -0.0768
2 C 0.0774 0.5588 0.2594
3 C -0.1304 -0.6471 1.1892
4 C -0.7308 -1.6886 0.5557
5 C -0.7531 -1.2556 -0.9464
6 C -0.5052 0.0265 -1.0645
7 H 1.2510 1.8952 -1.0774
8 H 1.7109 2.0679 0.7516
9 H 2.0727 0.2821 0.0916
10 H -0.6208 -0.3750 2.4376
11 H -1.2081 -2.6379 0.8824
12 H -0.9728 -1.9372 -1.7626
13 H -0.4900 0.4643 -2.0346
14 Cl -1.0594 1.9503 0.7949

## Properties
HOMO level	-0.338	hartree
HOMO-LUMO gap	0.3472	hartree
net charge	0

***

Arrangement Q

Formula: C6H7Cl
Source: OMol25
Level of theory: the ωB97M-V functional and the def2-TZVPD basis

Element x y z (Å)
1 C 0.7621 -1.3331 1.1503
2 C 0.2129 -0.2396 0.2564
3 Cl 1.5782 0.2339 -0.7409
4 C -0.4297 1.0117 0.9243
5 C -1.6108 1.0886 0.3063
6 C -2.0175 0.0752 -0.5195
7 C -0.8556 -0.7432 -0.7139
8 H 1.4140 -2.1330 0.4014
9 H 1.3776 -0.7390 1.8693
10 H -0.0355 -1.9449 1.6354
11 H 0.0646 1.8499 1.6134
12 H -2.2943 1.8489 0.5099
13 H -3.0500 -0.0557 -0.9962
14 H -0.6748 -1.9594 -0.8621

## Properties
HOMO level	-0.314	hartree
HOMO-LUMO gap	0.3166	hartree
net charge	0

***

Result of the stability comparison: arrangement P is the least stable of them.